[1]
ORCA calculation (ωB97M-V with the def2-TZVPD basis set) on C27H57N5O9Tl2 as an isolated structure in a non-equilibrium geometry.

Properties
Charge ... +4
Highest occupied orbital energy ... -14.6 eV

```
100
Properties=species:S:1:pos:R:3:forces:R:3
Tl 8.468368 -6.680291 4.711154 0.105 -0.040 0.036
Tl -1.422435 -9.878356 1.782273 -0.031 -0.080 -0.009
O 2.065883 -2.627428 2.066473 -0.583 1.854 -0.014
O 2.425155 3.122727 5.112922 0.491 -0.091 0.745
O -5.290608 -4.656012 1.032701 0.215 -0.454 -0.383
O 5.130864 -7.956951 -2.858722 -0.495 0.348 -0.270
O 1.208745 -4.435351 2.637049 -2.821 -1.387 0.568
O 4.044565 3.787620 -6.812542 -0.390 -0.504 0.657
O 3.333978 -8.434128 -1.775956 -0.517 0.320 -0.358
O 3.118261 -3.983483 3.208035 5.199 -1.254 3.625
O 5.055124 -7.775299 -0.770662 0.200 0.658 0.818
N 4.120772 2.757242 -5.916558 2.483 -0.111 -1.829
N -6.121339 -4.975402 -0.019041 -1.133 0.866 -0.730
N 2.116211 -3.649377 2.742663 -1.768 0.676 -4.256
N 2.045662 4.197337 5.849744 -1.321 1.038 -1.541
N 4.480349 -8.013405 -1.827524 0.736 -1.245 -0.076
C 1.088222 6.531453 5.742273 0.671 -0.015 0.358
C 6.424327 3.829064 -5.382232 -1.007 0.646 -0.211
C -5.785569 -4.249871 -1.296550 0.709 -1.576 -2.064
C 0.716516 4.880056 3.850044 0.631 0.492 -0.561
C -8.037598 -3.698840 1.043466 1.164 -0.239 -0.185
C -5.774006 -2.717917 -1.181189 0.252 0.876 1.717
C 5.622726 1.719692 -4.330061 0.087 -1.331 0.728
C 0.717042 5.171093 7.672223 -1.365 0.456 -0.515
C 3.418748 0.662457 -4.811217 -0.427 -0.721 -0.626
C 2.213759 3.282439 8.100058 -0.122 -0.737 -0.216
C -6.749464 -4.629800 -2.475673 -1.375 0.372 1.236
C 3.204118 1.622772 -6.093962 -0.037 -1.559 1.675
C 1.262341 3.843886 7.002149 -1.236 1.651 3.043
C 6.334874 1.886220 -6.832724 -1.522 0.375 -1.243
C 0.014634 6.107028 6.674122 0.390 -0.411 -0.022
C -8.414854 -5.486638 -0.726175 -0.070 1.149 -0.860
C 0.007394 2.884899 6.819160 0.494 -0.225 -0.639
C 5.551017 2.558810 -5.603587 0.835 -0.471 0.571
C 1.709910 5.362498 4.979335 -0.017 1.099 -1.455
C 1.762577 2.080991 -6.188515 -0.112 1.317 1.865
C 4.830206 0.372295 -4.283121 0.836 1.833 -1.125
C -8.226696 -4.569068 -1.974006 0.691 -1.561 0.422
C -7.691186 -6.207470 1.437106 -0.096 0.552 2.501
C 2.961138 6.033001 4.222422 0.528 -2.015 1.180
C -7.534088 -5.071759 0.443590 -0.279 -1.240 -0.809
C 3.390609 0.783119 -7.373937 1.361 -0.367 -0.702
C -4.324479 -4.764106 -1.711921 -0.818 1.389 0.774
H 1.694362 3.030373 9.024603 -0.489 0.278 -0.178
H -6.715662 -3.866751 -3.253305 0.593 0.124 0.074
H -4.183203 -5.844621 -1.736758 -0.337 0.096 0.398
H 1.046019 1.282120 -6.379463 0.331 0.114 -0.287
H -8.853390 -4.996509 -2.756733 -0.240 0.629 -0.078
H 7.483298 3.572469 -5.353321 -0.274 -0.273 0.147
H 3.521126 5.269741 3.682111 -0.235 -0.102 -0.290
H 2.851082 -0.159041 -7.277251 -0.615 0.426 0.154
H -0.101299 4.958814 8.360236 0.683 -0.727 0.555
H 3.148223 -0.355796 -5.090669 -0.927 0.257 -0.374
H 1.610122 2.969458 -6.801275 -0.018 -0.499 -0.680
H -5.470384 -3.728235 1.201567 0.162 0.696 0.446
H -8.438822 -3.525539 -1.741269 -0.490 -0.129 -0.136
H 5.314645 -0.391334 -4.891637 0.004 0.082 -0.275
H 0.238410 1.872480 7.150444 0.142 0.016 -0.287
H 2.607671 2.327684 7.751662 0.572 0.218 -0.045
H 7.265518 2.359075 -7.146448 0.574 -0.485 1.332
H -5.570890 -2.407374 -0.156293 0.623 -0.175 0.396
H 6.169342 4.349901 -4.459290 -0.127 -0.018 0.053
H -7.380625 -5.795110 2.397103 -0.007 -0.132 0.343
H 6.293638 4.517369 -6.217252 0.043 0.014 0.065
H 2.950086 4.042232 8.362040 0.263 -0.366 -0.264
H 1.925678 6.905135 6.331449 -0.120 0.470 0.207
H -6.540969 -5.570159 -2.985916 0.209 -0.204 0.471
H -4.994726 -2.187318 -1.728264 -0.130 -0.460 -0.490
H 0.265531 5.819411 3.530160 -0.621 -0.216 0.263
H -6.714109 -2.170797 -1.251677 -0.271 -0.523 -0.991
H 0.722225 7.372554 5.153472 0.473 -0.372 -0.781
H 0.002091 4.109294 4.139217 -0.180 0.340 0.109
H 1.557854 2.472264 -5.191974 -0.536 -0.058 0.249
H -0.786724 5.586900 6.149336 -0.059 -0.269 -0.114
H -0.472789 7.011557 7.037913 0.194 -0.232 0.822
H -4.038870 -4.388996 -2.694681 -0.284 0.197 0.010
H -9.115806 -3.543839 1.082504 0.036 -0.387 -0.458
H -3.720649 -4.250614 -0.963700 0.697 -0.545 -0.102
H 5.223569 2.270987 -3.478694 0.176 0.537 -0.124
H 3.640452 6.290943 5.034898 -0.010 0.641 -0.163
H -8.294526 -6.537050 -0.991245 0.503 -0.011 -0.084
H 2.744062 6.861573 3.548298 -0.459 -0.093 0.429
H 2.694784 0.976749 -4.059432 0.304 0.161 0.219
H 3.041521 1.375590 -8.219633 0.173 -0.249 -0.134
H -0.849987 3.210513 7.408196 0.398 0.340 0.256
H 1.525025 5.688411 8.189566 -0.118 0.055 0.009
H 1.695471 3.023376 4.497060 -0.217 -0.467 -0.937
H -0.388355 2.871090 5.803632 0.295 -0.178 -0.133
H -8.752916 -6.416138 1.568628 -0.057 0.043 -0.136
H -9.417584 -5.466124 -0.299299 -0.233 0.319 -0.395
H 4.404911 0.412647 -7.522418 0.007 0.465 -0.160
H -7.697812 -3.529524 2.065223 0.236 -0.247 0.048
H 6.693464 1.590209 -4.172401 -0.024 -0.213 0.267
H 6.272197 0.799366 -6.778873 0.556 0.191 0.049
H 4.830183 -0.062297 -3.283504 -0.247 0.331 0.081
H 1.222703 4.589136 2.929588 0.327 -0.483 0.217
H -7.191227 -7.176023 1.430313 0.302 0.231 -1.176
H 3.294477 4.303127 -6.507210 -0.730 0.558 -0.355
H -7.550288 -2.955442 0.412605 -0.618 0.336 0.224
H 5.820099 2.216337 -7.735024 -0.741 -0.388 -0.083
```
Forces are in eV/Å.



[2]
ORCA calculation (ωB97M-V with the def2-TZVPD basis set) on a 2-piece molecular cluster, C4H14N3 overall in a non-equilibrium geometry.

Properties
Charge ... +1
Highest occupied orbital energy ... -11.8 eV

```
21
Properties=species:S:1:pos:R:3:forces:R:3
N 1.651080 1.796337 0.427735 0.433 0.457 -0.610
N 0.519826 2.441413 2.392189 0.535 -0.013 -1.917
N -0.338750 -1.697588 -0.964003 -0.991 -0.309 0.034
C -0.018868 -0.276131 -0.900088 0.491 -0.864 1.760
C -0.976989 -2.164990 -2.206262 -0.123 -0.201 -0.614
C -1.230103 -2.095036 0.133767 0.427 -1.287 1.134
C 0.571067 2.043125 1.139078 -1.421 -1.159 -0.057
H -0.775368 -1.886892 1.120041 0.083 0.001 -0.424
H -0.431919 1.802491 0.733655 0.902 -0.060 -0.004
H -2.066675 -1.853775 -2.292034 1.136 -0.162 -0.009
H 0.645212 0.039938 -1.717253 -0.327 -0.136 0.071
H -0.935911 -3.280172 -2.256747 -0.128 0.837 0.341
H 1.681160 1.164146 -0.420676 -0.447 1.421 1.408
H -1.442646 -3.213934 0.150778 0.530 1.370 -0.374
H -2.218898 -1.628166 0.171137 -0.108 0.372 -0.493
H 2.477083 2.346919 0.633800 0.230 -0.486 0.065
H -0.378920 2.579580 2.795738 -0.383 0.292 0.527
H -0.884263 0.366413 -0.784073 -0.733 0.396 -0.753
H 1.362792 2.676896 2.855708 0.562 0.307 0.922
H -0.403411 -1.845346 -3.094647 -0.349 0.184 0.413
H 0.476020 -0.091044 0.114165 -0.318 -0.961 -1.420
```
Forces are in eV/Å.



[3]
ORCA calculation (ωB97M-V with the def2-TZVPD basis set) on an isolated ion of composition C2H4ClO4S and charge -1 in a non-equilibrium geometry.

Properties
Charge ... -1
SMILES string ... C[C@H](Cl)OS(=O)(=O)[O-]
Highest occupied orbital energy ... -5.5 eV

```
12
Properties=species:S:1:pos:R:3:forces:R:3
Cl 0.941867 -2.318900 -0.034142 -0.013 -0.529 0.555
S 3.329918 0.294591 -0.068474 0.935 1.490 -0.726
O 2.976038 1.289251 -1.072731 -1.001 -0.540 0.312
O 3.800529 -0.937979 -0.633212 -1.053 -1.053 -0.027
O 1.871119 0.048543 0.914794 1.157 -0.649 -1.892
O 4.184761 0.805609 0.932617 0.951 0.748 2.007
C -0.513196 -0.028485 0.361655 0.646 1.288 2.573
C 0.964679 -0.500888 0.070393 -3.079 0.816 -0.496
H -0.650082 1.130510 0.320610 0.572 -2.095 0.021
H -0.954334 -0.402695 1.351797 1.158 0.661 -0.912
H -1.175066 -0.485359 -0.301531 -0.869 -0.572 -1.657
H 1.092193 -0.293644 -0.994097 0.596 0.436 0.242
```
Forces are in eV/Å.



[4]
ORCA calculation (ωB97M-V with the def2-TZVPD basis set) on C5H8O as an isolated structure in a non-equilibrium geometry.

Properties
Highest occupied orbital energy ... -8.5 eV

```
14
Properties=species:S:1:pos:R:3:forces:R:3
O 1.330832 -0.098040 1.822317 0.321 -0.251 -1.007
C -0.798794 0.099791 -0.676067 -0.639 0.533 -0.316
C 0.673726 -0.087488 0.595895 -0.781 0.545 -0.721
C -0.798052 -0.325502 0.795060 -0.446 0.017 -0.021
C 0.277344 1.121174 -0.399017 0.790 -0.217 0.707
C -0.002693 -1.028447 -1.204630 0.546 0.140 0.463
H -1.242314 0.401012 1.482880 0.018 0.006 0.040
H 2.278506 0.088304 1.828996 -0.129 0.077 -0.550
H 0.775460 1.456976 -1.329918 0.487 -0.420 0.807
H 0.496086 -0.893918 -2.176715 0.230 0.098 0.585
H -1.096659 -1.346181 1.058612 -0.087 0.209 -0.199
H -0.417721 -2.043521 -1.107832 0.292 0.420 0.307
H -1.555926 0.686236 -1.187418 -1.013 -0.990 -0.244
H -0.161746 1.994881 0.112933 0.411 -0.169 0.150
```
Forces are in eV/Å.



no.,orbital gap (eV),E_tot (eV)
1,1.08,-64127.146
2,7.68,-8837.830
3,9.02,-33688.268
4,9.39,-7357.756